(1)
Entry from the OMol25 dataset: the molecule C20H18FNO4 (ωB97M-V with the def2-TZVPD basis set).

Last column: Löwdin charge in e.
CARTESIAN COORDINATES (ANGSTROEM)
C (-3.483, 0.636, -2.595)  -0.075
C (-2.518, 0.816, -3.572)  -0.086
C (1.511, 0.982, -1.477)  -0.009
O (-1.270, 0.886, 0.313)  0.098
C (-1.242, -0.026, 1.106)  -0.429
H (-0.590, 0.220, -4.284)  0.105
C (-2.085, -0.985, -1.501)  -0.223
H (0.474, 2.652, -2.342)  0.123
C (-1.127, -0.809, -2.488)  -0.050
H (-2.280, -2.409, 2.509)  0.135
H (3.249, -1.406, 1.628)  0.135
C (2.555, -1.787, 0.869)  -0.056
N (-1.515, -1.326, 0.878)  -0.037
H (-1.811, 0.380, 3.135)  0.136
C (2.021, 1.160, 0.872)  -0.018
C (-1.318, -2.172, 2.037)  -0.099
C (1.457, 2.419, 0.895)  -0.001
C (2.611, -0.934, -0.403)  -0.319
H (1.558, 0.411, -2.390)  0.114
C (0.894, 2.926, -0.265)  -0.269
C (0.920, 2.226, -1.458)  0.011
H (2.825, -2.816, 0.614)  0.143
C (-0.905, 0.100, 2.594)  -0.009
H (2.468, 0.771, 1.775)  0.114
C (-3.271, -0.265, -1.569)  -0.044
H (-4.023, -0.401, -0.805)  0.119
O (1.229, -1.786, 1.385)  0.015
C (2.044, 0.423, -0.313)  -0.148
H (-4.403, 1.200, -2.633)  0.103
C (-1.342, 0.089, -3.519)  -0.088
O (3.066, -1.396, -1.424)  0.109
O (1.904, -1.104, 3.413)  0.123
H (-0.594, -1.542, 4.025)  0.155
H (-2.684, 1.521, -4.373)  0.101
F (0.341, 4.148, -0.233)  0.079
C (-0.455, -1.317, 2.968)  -0.160
H (-2.754, -2.564, -0.220)  0.135
H (1.438, 3.009, 1.798)  0.124
H (-1.028, -2.640, -0.651)  0.131
C (1.028, -1.402, 2.646)  -0.468
H (-0.209, -1.377, -2.447)  0.111
C (-1.849, -1.962, -0.382)  -0.084
H (-0.151, 0.865, 2.765)  0.120
H (-0.829, -3.105, 1.749)  0.132

Computed properties:
Lowest unoccupied orbital energy = 0.33 eV
Frontier orbital gap = 9.203 eV
Spin multiplicity = 1
Energy relative to the best compared isomer or geometry (same formula, charge and spin) = 0.293 eV
E_HOMO = -8.9 eV
E_tot = -33430.460 eV
Structure (SMILES) = O=C(COC(=O)[C@H]1CC(=O)N(Cc2ccccc2)C1)c1ccc(F)cc1

(2)
Entry from the OMol25 dataset: the molecule C20H18FNOS at a distorted geometry (ωB97M-V with the def2-TZVPD basis set).

Last column: Löwdin charge in e.
CARTESIAN COORDINATES (ANGSTROEM)
C (1.300, 0.653, -0.065)  -0.374
C (-0.854, 1.850, 0.320)  -0.228
C (1.943, 1.687, 0.766)  -0.418
H (-2.349, -1.846, -2.412)  0.106
H (3.248, -5.802, -0.783)  0.095
H (-4.679, -1.924, -2.347)  0.100
C (-0.709, -0.037, -1.146)  0.012
C (-4.199, 1.184, -0.724)  -0.087
F (3.188, 2.098, 0.414)  0.057
H (7.254, -4.206, -1.008)  0.127
C (3.831, -1.083, -0.202)  -0.372
O (1.220, 2.809, 1.152)  0.049
C (5.650, -2.723, -0.663)  -0.056
C (-6.419, 0.236, -1.369)  -0.072
C (-2.873, -1.090, -1.851)  -0.025
H (6.388, -1.934, -0.568)  0.101
H (-7.088, -0.592, -1.234)  0.072
H (4.729, -0.398, -0.140)  0.103
C (-4.999, -0.138, -0.942)  -0.336
C (-0.082, 0.827, -0.265)  -0.201
C (5.220, -5.107, -1.123)  -0.121
H (-5.116, -0.677, 0.036)  0.155
H (2.116, 1.072, 1.681)  0.158
C (-0.152, 2.772, 1.131)  0.032
H (-0.717, 3.559, 1.482)  0.100
C (4.221, -2.487, -0.609)  -0.275
C (6.114, -4.019, -0.937)  -0.094
C (3.315, -3.638, -0.639)  -0.026
C (-2.745, 1.083, -0.692)  -0.223
C (-4.247, -1.086, -1.834)  -0.028
H (-6.496, 0.586, -2.384)  0.079
C (3.882, -4.937, -0.912)  -0.105
H (-0.199, -0.760, -1.805)  0.095
H (-4.544, 1.624, 0.171)  0.116
C (-2.102, -0.005, -1.275)  -0.144
N (-2.136, 2.079, -0.037)  0.171
H (2.247, -3.466, -0.289)  0.116
S (2.200, -0.533, -1.051)  0.979
H (3.523, -1.221, 0.822)  0.072
H (-6.793, 1.040, -0.794)  0.062
H (-4.358, 1.709, -1.624)  0.125
H (5.671, -6.047, -1.465)  0.104

Computed properties:
Lowest unoccupied orbital energy = -1.02 eV
Frontier orbital gap = 5.734 eV
Spin multiplicity = 1
E_HOMO = -6.8 eV
E_tot = -38118.033 eV
Structure (SMILES) = C[C@H]1C=Cc2cc3c(nc2C1)=CO[C@H](F)C=3SCc1ccccc1